1.
One molecule with the formula C19H22N2O4S at a distorted geometry, computed with wB97M-V/def2-TZVPD.

XYZ file:
```
48
Properties=species:S:1:pos:R:3:forces:R:3
S -1.968 -1.249 -0.957 -0.21 0.31 0.23
O 5.032 -1.827 -0.221 -0.51 0.00 -0.07
O 4.020 1.525 0.473 0.24 0.12 0.06
O -1.240 -2.344 -0.371 -0.22 0.13 0.17
O -2.148 -1.247 -2.379 -0.09 0.24 -0.06
N -1.340 0.232 -0.531 -0.60 -0.89 -0.41
N 2.801 -0.287 -0.132 -0.17 -0.18 -0.06
C 7.186 -1.408 0.157 -0.28 -0.49 -0.16
C -0.872 1.826 1.245 -0.25 0.04 -0.15
C -6.003 -0.850 1.080 -0.01 -0.06 0.08
C 0.885 0.337 -1.522 -0.10 0.19 0.15
C -3.562 -1.127 -0.154 0.51 -0.15 -0.12
C 6.461 -0.213 0.357 -0.93 0.00 -0.12
C -0.527 0.937 -1.502 0.34 -0.06 -0.86
C -0.825 0.342 0.817 0.17 -0.32 0.76
C -4.445 -0.168 -0.611 -0.15 0.10 -0.08
C 3.956 0.346 0.174 -0.29 -0.26 -0.10
C -0.547 2.444 -1.166 -0.28 -0.04 0.13
C 5.147 -0.518 0.114 1.11 0.65 0.30
C -5.110 -1.810 1.529 -0.05 0.03 -0.01
C -1.370 2.700 0.095 0.17 0.10 0.05
C 0.584 -0.261 0.900 -0.05 0.12 -0.06
C -3.879 -1.951 0.908 0.16 -0.14 0.01
C 1.519 0.380 -0.129 -0.13 0.09 0.01
C 6.265 -2.349 -0.191 0.84 0.04 0.12
C -5.675 -0.030 0.010 0.09 0.03 -0.10
H 0.798 -0.705 -1.844 0.09 -0.04 -0.08
H -1.532 1.946 2.105 0.07 -0.01 0.05
H -5.372 -2.448 2.359 -0.01 -0.05 0.06
H -3.160 -2.690 1.225 0.04 -0.10 0.09
H 2.821 -1.268 -0.366 0.10 0.03 0.02
H -6.962 -0.742 1.563 -0.07 0.01 0.04
H 0.502 -1.329 0.691 0.10 0.03 0.09
H -0.971 3.006 -1.998 0.08 0.00 -0.04
H -0.999 0.752 -2.470 0.16 0.17 0.08
H 1.741 1.415 0.152 -0.08 -0.14 -0.06
H 6.840 0.747 0.640 0.00 0.24 0.06
H -4.157 0.445 -1.450 -0.05 0.16 -0.10
H -6.377 0.713 -0.337 -0.04 0.06 -0.04
H -1.301 3.753 0.375 -0.08 0.02 -0.01
H 0.987 -0.130 1.906 0.03 0.01 0.02
H 1.512 0.872 -2.237 0.04 -0.02 -0.02
H 0.471 2.802 -1.012 0.07 0.06 -0.04
H 0.124 2.154 1.543 0.05 0.02 0.08
H -1.496 -0.254 1.446 0.12 0.14 0.11
H -2.417 2.467 -0.104 -0.03 0.08 0.02
H 6.361 -3.390 -0.434 -0.10 -0.13 -0.04
H 8.242 -1.547 0.258 0.21 -0.11 0.00
```
Positions in Å, forces in eV/Å.

Results
Gap between HOMO and LUMO (eV): 9.6
LUMO (eV): 0.66

Charges in e, computed with natural (NBO), in the same order as the atoms: 2.324 -0.401 -0.624 -0.951 -0.940 -0.708 -0.605 -0.317 -0.406 -0.193 -0.415 -0.247 -0.242 -0.055 -0.053 -0.211 0.637 -0.414 0.153 -0.210 -0.393 -0.426 -0.219 -0.064 0.111 -0.199 0.210 0.218 0.221 0.244 0.406 0.218 0.232 0.219 0.244 0.232 0.245 0.235 0.219 0.215 0.218 0.221 0.206 0.205 0.220 0.204 0.206 0.232

=====

2.
A 2-piece molecular cluster, C2H5N3OS2 overall at a distorted geometry, computed with wB97M-V/def2-TZVPD.

XYZ file:
```
13
Properties=species:S:1:pos:R:3:forces:R:3
S 2.347 -1.074 -0.520 -1.79 0.18 0.90
S -2.602 -0.383 -0.563 -2.20 -3.23 -2.76
O 0.240 2.323 -0.751 -1.28 -0.59 5.86
N -0.552 1.409 0.211 -1.07 2.64 -0.33
N 1.384 0.407 -0.124 2.89 -0.19 0.72
N -1.531 -1.501 -0.015 4.78 2.24 3.29
C 0.187 0.304 0.351 0.51 -2.04 -0.39
C -0.377 -1.020 0.589 -3.30 -4.31 -1.40
H -3.222 -1.644 -1.331 0.60 3.26 1.44
H -1.040 1.781 1.151 1.36 -0.57 -3.10
H 1.351 1.988 0.694 -0.03 -0.64 -3.78
H 3.594 -0.651 -0.657 0.13 1.05 0.03
H 0.220 -1.938 0.964 -0.60 2.19 -0.50
```
Positions in Å, forces in eV/Å.

Results
Gap between HOMO and LUMO (eV): 7.0
LUMO (eV): -1.48

Charges in e, computed with natural (NBO), in the same order as the atoms: 0.156 0.284 -0.488 -0.361 -0.581 -0.522 0.263 -0.078 0.140 0.400 0.417 0.133 0.236

=====

3.
An isolated ion of composition H2NO2S and charge -1 at a distorted geometry, computed with wB97M-V/def2-TZVPD.

XYZ file:
```
6
Properties=species:S:1:pos:R:3:forces:R:3
S -0.257 0.064 0.041 -0.49 3.50 4.82
O -0.334 -0.529 1.460 0.66 0.51 -3.26
O -1.500 -0.011 -0.670 -1.22 -0.38 -0.77
N 1.014 -0.107 -0.795 0.02 -0.25 0.14
H 1.288 -1.018 -0.476 0.97 -0.81 -0.02
H -0.212 1.601 0.439 0.06 -2.57 -0.90
```
Positions in Å, forces in eV/Å.

Results
Total charge: -1
Gap between HOMO and LUMO (eV): 8.5
LUMO (eV): 4.31

Charges in e, computed with natural (NBO), in the same order as the atoms: 2.118 -1.034 -1.018 -1.227 0.336 -0.176

=====

4.
C11H14BBeN7S as an isolated structure at a distorted geometry, computed with wB97M-V/def2-TZVPD.

XYZ file:
```
35
Properties=species:S:1:pos:R:3:forces:R:3
S 1.684 1.659 2.042 0.34 0.86 1.10
N -2.677 -0.659 0.693 0.46 -0.45 0.21
N -1.609 -2.414 -0.769 1.27 0.18 -0.31
N -1.462 -0.312 1.209 -0.60 0.55 0.16
N -2.326 0.017 -1.656 0.45 -1.03 -1.97
N 1.019 0.173 -0.201 0.39 1.73 2.17
N -0.201 -2.265 -0.831 -4.25 -2.92 0.95
N -1.026 0.212 -1.903 0.03 -1.06 0.81
C 2.285 -1.606 -1.688 -0.06 -0.02 -1.85
C 0.351 -3.449 -0.498 -0.37 0.49 -0.31
C -2.091 1.804 -2.924 0.46 0.40 -0.89
C -3.078 0.142 2.723 -0.03 -0.45 -1.22
C -1.866 -3.699 -0.437 0.29 0.36 -0.53
C -2.995 0.912 -2.398 -0.22 -0.61 1.37
C -0.663 -4.375 -0.279 0.49 -0.18 0.13
C 1.293 0.833 0.767 -0.81 -2.38 -3.34
C -3.665 -0.436 1.587 0.60 0.61 0.86
C -1.699 0.216 2.414 -0.79 -0.58 -0.63
C -0.809 1.311 -2.619 -0.82 1.08 0.05
B -2.691 -1.212 -0.754 0.06 -0.40 1.70
Be 0.767 -1.156 -1.111 5.58 2.25 1.95
H 2.648 -0.724 -2.255 0.27 -0.44 0.34
H -3.735 -1.693 -1.042 -0.27 0.08 -0.16
H -4.063 0.812 -2.431 -0.18 0.42 0.00
H -0.464 -5.420 -0.103 -0.38 0.06 0.22
H -3.559 0.464 3.620 -0.23 0.07 0.25
H -4.689 -0.694 1.374 -0.03 0.04 -0.03
H 2.251 -2.439 -2.402 0.26 -0.03 -0.04
H 0.133 1.854 -2.721 -0.14 -0.91 -0.13
H 3.000 -1.862 -0.910 0.11 0.21 0.18
H -0.517 -0.649 -1.594 -1.71 2.35 -1.00
H -2.882 -4.102 -0.397 0.46 0.45 0.06
H -2.350 2.682 -3.513 0.31 -0.31 0.28
H 1.452 -3.507 -0.428 -1.02 -0.21 -0.23
H -0.906 0.641 3.012 0.08 -0.20 -0.14
```
Positions in Å, forces in eV/Å.

Results
Gap between HOMO and LUMO (eV): 7.7
LUMO (eV): 0.02

Charges in e, computed with natural (NBO), in the same order as the atoms: -0.157 -0.374 -0.305 -0.310 -0.248 -0.924 -0.606 -0.244 -1.398 0.053 -0.315 -0.358 0.050 0.038 -0.349 0.208 -0.039 -0.042 0.031 0.556 1.597 0.218 -0.031 0.242 0.244 0.224 0.211 0.189 0.270 0.227 0.361 0.239 0.252 0.264 0.229